1.
C8H11F6NiO5 as an isolated structure at a distorted geometry, computed with ωB97M-V/def2-TZVPD.

Output
Total energy   -2794.8269 Eh
Expectation value of S²   2.01
Charge   +1
Frontier orbital gap (spin up / spin down)   7.40 / 6.56 eV
Energy above the lowest of the compared OMol25 structures with the same formula, charge and spin   0.0 kJ/mol
HOMO level (spin up / spin down)   -13.47 / -13.47 eV
Multiplicity   3

```
31
Properties=species:S:1:pos:R:3:forces:R:3
Ni 12.9210 6.1821 -22.3526 1.5 -1.5 0.6
F 19.2833 6.2950 -15.6043 0.0 0.0 -0.1
F 19.2017 4.9313 -17.2920 0.0 0.1 -0.1
F 13.5798 4.4592 -25.9533 0.1 0.0 0.0
F 15.5144 3.5019 -26.1186 0.3 0.0 -0.3
F 19.5192 4.1654 -15.2969 0.0 0.1 -0.1
F 13.8126 2.3815 -25.3811 0.1 0.1 0.0
O 13.8294 6.0955 -20.8494 -0.9 1.0 -0.6
O 13.8543 4.4899 -23.2443 -1.5 1.2 0.5
O 16.8821 4.9605 -14.6708 -0.3 -0.5 1.1
O 16.6789 4.9859 -16.8984 0.3 -0.5 -0.5
O 15.9025 3.7561 -23.6026 0.8 -0.3 0.0
C 17.8076 3.8128 -22.1589 0.5 0.0 -0.7
C 15.3331 4.5328 -16.8920 -1.3 -0.3 0.6
C 18.8752 5.0932 -16.0107 0.1 -0.3 0.4
C 16.3393 4.1325 -22.2726 0.7 -0.3 1.1
C 14.7064 3.9921 -23.9506 0.1 0.1 -0.6
C 14.4188 3.5733 -25.4095 -0.7 -0.2 0.2
C 17.3544 4.9509 -15.7494 0.2 1.0 -1.0
C 15.0432 3.9089 -18.2370 0.4 0.0 -0.1
H 15.8007 3.5302 -21.5385 -0.4 0.2 -0.2
H 16.1646 5.1941 -22.1081 -0.3 0.0 -0.2
H 18.2436 4.1768 -21.2308 -0.3 0.1 0.1
H 18.3495 4.2909 -22.9786 0.0 0.0 0.1
H 14.0588 3.4487 -18.3043 -0.1 0.1 0.2
H 15.1514 4.6542 -19.0287 0.2 0.0 0.0
H 15.7866 3.1246 -18.3899 -0.1 0.0 -0.3
H 13.9755 5.4342 -20.1669 -0.1 -0.3 -0.1
H 14.6240 5.3239 -16.6347 0.3 0.3 -0.2
H 18.0106 2.7446 -22.2230 -0.2 0.0 0.0
H 15.1568 3.7900 -16.1087 0.4 0.0 0.0
```
Forces are in eV/Å.

---

2.
C8H11InN4O9 as an isolated structure at a distorted geometry, computed with ωB97M-V/def2-TZVPD.

Output
Total energy   -1396.3272 Eh
Charge   +2
Frontier orbital gap   3.26 eV
Energy above the lowest of the compared OMol25 structures with the same formula, charge and spin   322.9 kJ/mol
HOMO level   -16.12 eV
Multiplicity   1

```
33
Properties=species:S:1:pos:R:3:forces:R:3
In -4.8205 0.9123 -1.8600 -1.8 0.2 -0.7
O -2.8462 0.6327 -1.1416 0.4 1.5 0.3
O -1.6656 -0.9956 -0.5826 3.1 2.2 -0.6
O 3.1339 1.3834 4.0750 -2.4 1.0 1.6
O -2.2023 -2.4231 0.3869 -1.9 -3.3 0.6
O -1.3202 -1.4567 -2.8383 2.3 0.9 -1.0
O 0.8249 -1.1027 -2.6597 2.2 -1.0 1.5
O -1.0746 -1.3943 1.9238 -0.7 -0.2 -0.9
O 4.6949 0.7705 2.8198 -1.5 0.1 -1.5
O -0.7529 0.7627 -1.2021 0.2 2.0 -1.2
N -1.7071 0.1708 -0.9582 -6.2 -4.1 0.9
N -0.2461 -0.8455 -3.0610 -3.3 -0.2 -2.7
N -1.9529 -2.1685 1.5293 2.8 0.4 2.7
N 3.5177 1.1342 2.9889 3.4 -1.2 0.6
C 1.2417 1.3732 1.8992 -0.1 -0.6 2.9
C 2.5058 1.1136 -0.5472 1.1 0.0 1.7
C -2.6268 -2.9234 2.5765 -2.2 0.3 0.8
C 3.3134 1.2298 0.5790 -0.8 -0.7 -1.0
C 1.0991 1.3272 -0.3982 1.5 0.9 -2.0
C 2.6451 1.2460 1.8401 0.8 0.2 -2.4
C -0.3390 0.3554 -3.9460 -1.5 1.9 0.5
C 0.4694 1.5461 0.8277 -0.1 -0.3 0.4
H -2.3111 -3.9651 2.6332 0.0 0.2 -0.3
H 0.7591 1.1954 2.8489 0.2 0.5 0.4
H 4.3804 1.0774 0.5105 0.1 0.3 0.2
H -1.3109 0.4294 -4.4340 0.3 -0.9 -0.5
H 2.9108 0.8899 -1.5231 0.1 0.0 0.0
H 0.4987 0.7042 -4.5498 0.2 -1.2 0.0
H -2.5549 -2.4007 3.5303 0.7 -0.1 -0.2
H -0.5922 1.6915 0.9632 0.1 0.0 -0.2
H 0.4881 1.3471 -1.2885 3.1 1.7 0.3
H -0.4880 1.1714 -3.2389 0.4 0.1 0.0
H -3.6717 -2.7888 2.2970 -0.2 -0.8 0.0
```
Forces are in eV/Å.

---

3.
C8H11IrN2S2 as an isolated structure at a distorted geometry, computed with ωB97M-V/def2-TZVPD.

Output
Total energy   -1321.4337 Eh
Expectation value of S²   0.77
Charge   +1
Frontier orbital gap (spin up / spin down)   7.57 / 7.04 eV
Energy above the lowest of the compared OMol25 structures with the same formula, charge and spin   0.0 kJ/mol
HOMO level (spin up / spin down)   -12.05 / -12.03 eV
Multiplicity   2

```
24
Properties=species:S:1:pos:R:3:forces:R:3
Ir -0.7503 -1.7090 -0.4349 -0.6 0.9 -0.9
S -0.6781 -1.5493 -2.5683 0.4 -0.3 0.0
S 1.6219 -1.4646 -0.2033 0.1 -0.1 0.5
N 2.1634 1.0152 0.7435 0.1 -0.1 0.0
N 1.4966 1.0112 -1.3235 -0.1 0.1 0.0
C -1.6980 -2.2360 1.5525 0.1 0.0 -0.1
C -2.5062 -2.6585 0.4429 0.1 0.0 0.2
C -1.5286 -0.8404 1.4477 0.0 -0.2 0.3
C -2.2564 -0.3769 0.2960 0.1 0.0 0.2
C -2.8939 -1.5052 -0.3062 -0.2 -0.3 0.2
C 1.7721 2.4309 -1.0891 0.0 0.0 0.0
C 1.7362 0.2630 -0.2616 0.0 -0.1 -0.2
C 2.3073 2.4253 0.3632 0.0 0.0 0.0
H 2.5250 0.6018 1.5868 0.0 0.0 0.0
H 2.5114 2.7941 -1.7997 0.0 0.0 0.0
H -2.3305 0.6480 -0.0293 0.0 0.0 0.0
H -1.2797 -2.8679 2.3178 0.0 -0.1 -0.1
H -3.5191 -1.5001 -1.1832 0.0 0.0 0.0
H 1.7153 3.0583 1.0206 0.0 0.0 0.0
H -0.9585 -0.2379 2.1359 0.0 0.1 -0.1
H 3.3489 2.7350 0.4217 0.0 0.0 0.0
H -2.7855 -3.6787 0.2351 0.0 0.0 -0.1
H 1.1217 0.6181 -2.1723 0.0 0.0 0.0
H 0.8648 3.0236 -1.1922 0.0 0.0 0.0
```
Forces are in eV/Å.

---

4.
One molecule with the formula C8H11N at a distorted geometry, computed with ωB97M-V/def2-TZVPD.

Output
Total energy   -365.9970 Eh
Frontier orbital gap (spin up / spin down)   7.30 / 7.30 eV
Energy above the lowest of the compared OMol25 structures with the same formula, charge and spin   370.3 kJ/mol
HOMO level (spin up / spin down)   -7.80 / -7.80 eV
Multiplicity   1

```
20
Properties=species:S:1:pos:R:3:forces:R:3
N -0.8639 0.2921 -0.8239 0.7 0.7 -0.6
C 0.8266 0.1379 0.9058 0.8 1.2 0.4
C -0.7348 -1.5617 0.6191 -1.5 0.3 -2.0
C 2.2190 0.7076 1.1842 -2.9 1.5 1.5
C -1.5707 -0.6618 -0.3674 1.3 -0.6 3.7
C 0.4074 0.4657 -0.4508 -2.3 -0.2 0.7
C 1.3143 0.8626 -1.4906 2.5 -0.1 -1.3
C 0.4249 -1.3326 1.2208 -0.5 0.9 -0.7
C -3.0862 -0.6063 -0.4482 0.6 -2.4 1.1
H 0.9969 0.6692 -2.5724 0.3 0.2 1.8
H 0.1344 0.4342 1.7258 0.2 0.5 -0.8
H 2.8587 0.2363 0.5519 2.4 -1.0 -1.6
H 2.0989 1.7925 0.9979 0.7 -0.5 -0.1
H 1.5525 1.9337 -1.3581 0.0 -0.3 -0.3
H -3.4070 -1.6353 -0.9051 0.1 2.1 0.7
H -3.1747 0.2569 -1.0669 -1.2 0.4 -0.6
H 2.5184 0.5915 2.2061 0.1 -0.3 0.5
H -3.5808 -0.4788 0.6006 1.0 -0.2 -1.9
H -1.2241 -2.4466 0.6842 -1.2 -3.0 0.6
H 2.2900 0.3427 -1.2130 -1.0 0.6 -1.1
```
Forces are in eV/Å.